(1)
{"formula": "C22H43BrNO15P", "method": "wB97M-V/def2-TZVPD", "symbols": ["Br", "P", "O", "O", "O", "O", "O", "O", "O", "O", "O", "O", "O", "O", "O", "O", "O", "N", "C", "C", "C", "C", "C", "C", "C", "C", "C", "C", "C", "C", "C", "C", "C", "C", "C", "C", "C", "C", "C", "C", "H", "H", "H", "H", "H", "H", "H", "H", "H", "H", "H", "H", "H", "H", "H", "H", "H", "H", "H", "H", "H", "H", "H", "H", "H", "H", "H", "H", "H", "H", "H", "H", "H", "H", "H", "H", "H", "H", "H", "H", "H", "H", "H"], "positions_angstrom": [[-2.806, 2.913, 3.898], [-1.103, 2.787, 2.420], [-0.893, 0.439, -10.098], [-0.315, 5.988, -3.386], [-4.485, 4.728, 1.672], [0.783, -1.900, 5.237], [5.859, -6.884, 7.508], [0.782, 4.091, -3.979], [-1.380, 2.032, -8.558], [-1.474, 4.191, -3.759], [4.450, -8.629, 7.159], [4.105, -6.572, 6.267], [-4.153, 0.685, 1.507], [-0.975, -1.583, 4.005], [-0.628, -3.644, 4.888], [-2.308, 1.439, 0.248], [-2.498, 0.172, -8.515], [-3.917, 5.809, -0.298], [-1.531, 0.841, -9.158], [-2.766, -1.147, -9.008], [1.635, -2.747, 6.018], [-3.670, 1.325, 0.568], [1.381, 7.092, -4.731], [4.770, -7.478, 7.001], [-2.127, -2.104, 3.343], [7.590, -8.587, 7.411], [2.957, -7.096, 5.602], [-1.450, 1.203, 1.393], [2.511, -3.605, 5.126], [-3.556, 5.259, 1.031], [-0.231, 4.695, -3.727], [-0.320, 2.820, -9.098], [-4.699, 2.054, -0.423], [6.709, -7.726, 8.297], [-1.093, 4.218, 1.180], [-1.536, 2.830, -4.186], [-1.738, -2.137, -8.494], [0.930, 6.696, -3.338], [-2.067, 5.434, 1.539], [-0.308, -2.491, 4.733], [-2.001, -3.154, -8.789], [8.138, -7.968, 6.697], [-0.422, 0.925, 0.965], [8.303, -9.154, 8.011], [-2.018, 5.705, 2.647], [-0.030, 4.648, 1.198], [-1.821, -2.775, 2.537], [3.266, -7.769, 4.800], [-0.865, 2.199, -3.601], [-0.379, 3.811, -8.648], [2.293, -7.609, 6.299], [-1.670, -2.089, -7.404], [0.757, 7.594, -2.742], [3.057, -2.985, 4.411], [1.605, 6.211, -5.337], [1.049, -3.354, 6.712], [6.121, -8.332, 8.990], [6.992, -9.292, 6.829], [-0.416, 2.927, -10.180], [0.592, 7.642, -5.248], [0.643, 2.377, -8.839], [-3.755, -1.424, -8.637], [-2.818, -1.151, -10.099], [-2.556, 2.477, -4.035], [1.692, 6.107, -2.820], [-0.744, -1.910, -8.885], [1.910, -4.307, 4.544], [2.265, -2.088, 6.620], [-1.650, 6.348, 0.986], [7.335, -7.064, 8.898], [-2.673, -1.266, 2.908], [2.277, 7.714, -4.684], [-1.757, 0.325, 2.053], [2.415, -6.261, 5.164], [-5.254, 2.863, 0.142], [-3.648, 5.159, -1.045], [-2.789, -2.620, 4.040], [-4.940, 5.918, -0.264], [-5.495, 1.305, -0.762], [-1.299, 2.761, -5.250], [-1.232, 3.836, 0.106], [3.226, -4.176, 5.721], [-4.131, 2.486, -1.304]], "forces_ev_per_a": [[0.176, 0.134, -0.756], [0.959, -0.918, 0.292], [-0.190, 0.157, 0.196], [-0.127, -0.388, 0.164], [2.840, 1.572, -0.991], [-0.426, 0.040, -0.015], [-0.408, 0.062, -0.010], [-0.261, 0.103, 0.122], [-0.161, -0.250, -0.119], [0.239, 0.171, 0.190], [0.030, 0.312, -0.006], [0.154, -0.120, 0.269], [2.181, 1.437, -2.003], [0.178, -0.145, 0.244], [0.033, 0.282, -0.011], [-2.027, -0.274, 1.240], [0.058, 0.374, -0.175], [0.564, -0.529, 1.577], [0.016, -0.147, 0.170], [-0.049, -0.646, -0.092], [0.464, -0.367, 0.207], [-2.440, -0.704, 0.414], [-0.072, -0.210, -0.253], [0.200, 0.019, -0.081], [-0.425, -0.061, -0.254], [-0.130, -0.109, -0.290], [-0.432, -0.150, -0.263], [1.177, -0.111, -0.008], [-0.081, -0.049, -0.240], [-2.222, -1.002, 0.305], [-0.029, 0.197, -0.143], [0.310, 0.344, -0.107], [0.860, -0.363, -0.033], [0.474, -0.369, 0.228], [-0.313, 0.605, -0.767], [-0.109, -0.481, -0.142], [0.316, 0.113, 0.036], [0.510, 0.394, -0.110], [0.254, 0.845, -0.891], [0.209, 0.083, -0.081], [-0.032, 0.061, 0.019], [0.048, 0.028, 0.164], [-1.473, 0.503, 0.480], [-0.032, 0.063, 0.001], [-0.384, -0.719, -1.456], [-1.450, -0.790, 0.239], [-0.049, -0.083, 0.157], [-0.046, -0.077, 0.166], [0.053, 0.143, -0.126], [-0.190, -0.194, 0.114], [0.192, -0.064, -0.055], [-0.152, -0.061, -0.054], [-0.285, -0.187, -0.009], [0.042, 0.029, 0.156], [0.067, 0.034, 0.139], [-0.104, 0.051, -0.213], [-0.104, 0.048, -0.220], [0.001, 0.014, 0.155], [0.047, -0.167, 0.104], [0.063, 0.087, 0.140], [-0.069, -0.021, -0.163], [0.071, 0.319, 0.091], [0.161, 0.160, 0.104], [0.030, 0.297, 0.042], [-0.163, -0.130, -0.136], [-0.128, -0.028, -0.083], [-0.041, 0.091, 0.110], [-0.214, 0.176, -0.180], [-0.678, -1.287, 0.717], [-0.220, 0.184, -0.179], [0.155, 0.039, 0.164], [-0.060, -0.013, 0.037], [0.122, 1.457, -0.883], [0.255, 0.004, 0.139], [0.930, -0.879, -0.493], [0.026, 0.510, 0.243], [0.179, -0.048, -0.064], [0.653, -0.418, -0.230], [1.378, 0.908, 0.452], [0.101, -0.052, 0.117], [-0.122, 0.542, 1.522], [-0.005, 0.096, 0.001], [-0.868, -0.475, 0.963]], "e_homo_ev": -8.5, "gap_ha": 0.326}

=====

(2)
{"formula": "C22H43F2N2O11P3", "method": "wB97M-V/def2-TZVPD", "symbols": ["P", "P", "P", "F", "F", "O", "O", "O", "O", "O", "O", "O", "O", "O", "O", "O", "N", "N", "C", "C", "C", "C", "C", "C", "C", "C", "C", "C", "C", "C", "C", "C", "C", "C", "C", "C", "C", "C", "C", "C", "H", "H", "H", "H", "H", "H", "H", "H", "H", "H", "H", "H", "H", "H", "H", "H", "H", "H", "H", "H", "H", "H", "H", "H", "H", "H", "H", "H", "H", "H", "H", "H", "H", "H", "H", "H", "H", "H", "H", "H", "H", "H", "H"], "positions_angstrom": [[-7.201, 0.309, 2.219], [5.422, 2.779, -3.036], [1.079, -3.990, -1.970], [-3.104, -2.515, 1.472], [-1.321, -0.500, 2.109], [1.907, -5.363, -1.606], [-7.684, 1.595, 3.163], [1.860, -2.933, -1.006], [4.893, 4.333, -2.933], [4.104, 2.217, -2.252], [1.595, -3.727, -3.342], [-2.463, 2.078, 1.297], [6.883, 3.010, -3.206], [4.869, 2.396, -4.520], [-5.478, -1.392, 0.303], [-0.085, -4.332, -0.878], [-7.345, -1.099, 3.224], [-4.863, 2.393, 3.112], [-4.509, 1.305, 2.307], [-3.099, 1.158, 1.743], [6.182, 6.183, -3.790], [-0.543, -5.669, -0.603], [3.459, 2.931, -1.181], [4.543, -0.019, -4.472], [5.261, 1.155, -5.112], [2.454, -6.202, -2.624], [-4.402, 2.859, 5.514], [2.208, 3.599, -1.705], [0.229, -1.188, -0.525], [0.074, -6.154, 0.689], [3.944, -5.969, -2.749], [-3.834, 2.798, 4.079], [-3.429, -1.236, 1.502], [-4.934, 1.460, 5.914], [5.765, 5.400, -2.564], [1.576, -1.539, -1.130], [-6.397, 1.587, 6.393], [-5.375, 0.352, 1.938], [-2.585, -0.256, 1.779], [-4.845, -0.828, 1.158], [4.134, 3.640, -0.706], [-0.254, -7.171, 0.910], [1.709, 4.153, -0.909], [0.157, -1.565, 0.493], [5.310, 6.635, -4.265], [1.623, -1.240, -2.181], [-8.017, 1.238, 3.993], [2.431, 4.284, -2.520], [5.204, 6.050, -1.886], [1.161, -6.140, 0.645], [4.366, -6.571, -3.555], [2.268, -7.236, -2.319], [-4.326, 1.048, 6.721], [2.367, -1.007, -0.599], [1.517, 2.853, -2.100], [-6.900, 0.622, 6.447], [-6.522, -1.129, 3.822], [5.002, 1.218, -6.168], [-8.163, -1.020, 3.816], [3.467, 0.149, -4.464], [6.886, 6.974, -3.526], [4.162, -4.919, -2.945], [-4.850, 0.750, 5.089], [1.947, -6.053, -3.576], [-3.531, 3.059, 6.143], [6.346, 1.034, -5.043], [-6.901, 2.254, 5.695], [4.754, -0.943, -5.010], [-5.213, 3.175, 2.578], [-0.217, -5.503, 1.515], [-0.584, -1.642, -1.098], [6.630, 5.035, -2.012], [6.648, 5.533, -4.531], [-6.372, 2.081, 7.363], [-3.551, 3.825, 3.836], [4.447, -6.231, -1.816], [3.183, 2.192, -0.425], [0.079, -0.107, -0.516], [-1.627, -5.618, -0.489], [-5.130, 3.657, 5.630], [4.859, -0.146, -3.433], [-0.337, -6.342, -1.433], [-2.973, 2.134, 4.118]], "forces_ev_per_a": [[-1.396, -0.081, -1.588], [-2.457, 4.653, -3.659], [5.307, -1.970, 2.987], [0.005, -0.079, -0.183], [0.165, 0.414, -0.168], [-0.735, 0.157, -0.029], [0.508, -0.623, -0.039], [-0.899, -0.108, -0.419], [-0.061, -0.584, 0.472], [2.112, -0.968, 0.388], [-3.158, 0.692, -0.337], [0.048, -0.116, 0.356], [-0.036, -2.516, 2.066], [0.248, -0.457, 0.897], [0.023, -0.301, 0.269], [-0.551, 1.009, -2.063], [1.181, 1.115, 0.137], [0.940, -0.275, -0.154], [-0.421, -0.352, -0.247], [0.148, 0.073, 0.272], [-0.039, 0.009, -0.169], [-0.446, -0.328, 0.057], [-0.192, -0.033, 0.485], [0.014, 0.037, 0.158], [0.067, -0.316, -0.135], [0.345, -0.104, -0.066], [1.061, -1.413, -0.447], [-0.100, -0.001, -0.312], [-0.085, -0.107, -0.112], [0.228, 0.173, 0.185], [0.124, 0.087, 0.083], [-1.009, 1.497, 0.710], [-0.638, 0.377, 0.003], [-0.680, 0.451, 0.432], [0.093, 0.301, -0.178], [-0.116, 0.356, -0.040], [0.883, 0.049, -0.351], [0.118, -0.459, 0.857], [0.035, -0.224, 0.173], [-0.141, 0.287, -0.212], [0.055, 0.053, -0.142], [-0.078, 0.022, -0.031], [0.016, -0.068, 0.053], [0.076, 0.020, 0.019], [-0.002, 0.040, 0.052], [0.044, -0.049, 0.011], [0.161, 0.302, 0.327], [0.152, 0.059, 0.078], [-0.114, -0.095, -0.022], [0.004, -0.062, -0.171], [-0.015, -0.018, 0.013], [-0.063, 0.060, 0.122], [0.007, -0.019, 0.016], [0.096, -0.170, -0.003], [-0.017, -0.040, 0.121], [-0.113, 0.042, 0.180], [-0.211, -0.358, 0.305], [-0.031, 0.170, 0.035], [-0.201, -0.327, -0.130], [-0.007, -0.015, -0.071], [-0.019, 0.003, 0.019], [-0.116, 0.006, -0.118], [-0.100, 0.137, -0.155], [0.014, 0.177, 0.012], [-0.164, 0.435, 0.119], [-0.015, 0.072, 0.010], [-0.288, -0.132, 0.021], [0.019, 0.018, -0.003], [-0.168, 0.008, 0.035], [-0.122, -0.044, -0.018], [-0.003, 0.063, -0.005], [0.033, -0.126, -0.121], [0.096, -0.070, 0.116], [-0.337, -0.122, 0.108], [0.649, -0.216, -0.138], [-0.013, -0.062, -0.016], [0.144, -0.098, -0.085], [0.025, -0.004, -0.014], [0.026, 0.168, -0.105], [-0.122, -0.054, -0.015], [0.010, -0.066, -0.033], [0.155, 0.060, -0.020], [0.043, -0.023, -0.435]], "e_homo_ev": -8.5, "gap_ha": 0.268}

=====

(3)
{"formula": "C22H43F9N4O3PS", "method": "wB97M-V/def2-TZVPD", "symbols": ["S", "P", "F", "F", "F", "F", "F", "F", "F", "F", "F", "O", "O", "O", "N", "N", "N", "N", "C", "C", "C", "C", "C", "C", "C", "C", "C", "C", "C", "C", "C", "C", "C", "C", "C", "C", "C", "C", "C", "C", "H", "H", "H", "H", "H", "H", "H", "H", "H", "H", "H", "H", "H", "H", "H", "H", "H", "H", "H", "H", "H", "H", "H", "H", "H", "H", "H", "H", "H", "H", "H", "H", "H", "H", "H", "H", "H", "H", "H", "H", "H", "H", "H"], "positions_angstrom": [[4.044, 5.933, -1.423], [-1.310, -6.919, -1.205], [1.969, 6.806, -0.063], [4.298, 5.052, 1.885], [3.847, 4.373, -1.656], [2.741, 6.174, -2.317], [4.226, 7.489, -1.244], [5.328, 5.614, -0.567], [2.334, 4.716, 0.183], [4.925, 6.001, -2.720], [4.489, 7.205, 1.407], [-0.207, -1.644, -0.842], [-2.607, -7.130, -0.509], [-1.454, -0.792, 0.812], [-0.442, -6.640, -2.669], [-0.859, -5.388, -0.592], [-0.324, -8.166, -0.575], [-3.415, 5.121, -0.196], [3.645, 6.161, 1.495], [-1.222, -0.977, 3.214], [-0.970, 1.746, -0.184], [-1.388, 4.246, -0.653], [0.498, -5.018, -0.231], [1.105, -8.078, -0.349], [-2.627, 5.525, 0.996], [-0.342, -7.806, -3.573], [-1.144, 0.541, -1.144], [-0.547, 3.011, -0.975], [-0.831, -9.522, -0.772], [2.608, 6.507, 2.566], [-0.869, -0.747, -0.409], [-1.046, -5.548, -3.476], [-1.176, 5.092, 0.660], [2.944, 5.911, 0.132], [-0.367, 4.463, 1.783], [1.741, 5.322, 3.040], [-2.845, 4.190, -0.872], [0.238, 5.534, 2.727], [-1.809, -4.732, 0.296], [-0.593, -1.288, 1.856], [-3.339, 3.572, -1.614], [-1.315, -8.246, -3.808], [-0.268, -10.235, -0.172], [-2.819, -4.794, -0.096], [1.344, -7.342, 0.416], [0.486, 3.261, -0.731], [2.033, 7.377, 2.261], [-1.090, -4.624, -2.906], [1.476, -9.028, 0.035], [0.596, -3.930, -0.214], [-1.872, -9.584, -0.452], [-0.179, 1.526, 0.530], [-0.571, 2.845, -2.053], [-0.430, -5.363, -4.356], [-1.803, -5.166, 1.304], [1.225, -5.378, -0.957], [-4.376, 5.426, -0.302], [-1.595, -1.894, 3.665], [0.052, 6.517, 2.291], [0.376, 3.768, 1.403], [1.850, 5.228, 4.119], [-0.311, 5.526, 3.670], [-2.161, 0.530, -1.539], [-1.920, 1.922, 0.323], [-0.789, -9.858, -1.816], [-0.459, -2.363, 1.745], [-1.090, 4.955, -1.444], [-1.558, -3.671, 0.370], [0.128, -7.497, -4.506], [-0.526, -0.488, 3.890], [3.221, 6.830, 3.409], [-2.701, 6.611, 1.049], [-0.425, 0.651, -1.952], [0.407, -0.854, 1.787], [0.767, -5.388, 0.767], [2.073, 4.375, 2.621], [1.694, -7.842, -1.246], [-2.087, -0.333, 3.051], [-0.716, 6.014, 0.305], [-3.081, 5.111, 1.897], [0.299, -8.577, -3.150], [-2.059, -5.796, -3.808], [-1.071, 3.869, 2.378]], "forces_ev_per_a": [[-0.279, -0.472, -0.376], [3.482, 1.298, 3.674], [0.053, 0.457, 0.113], [0.433, -0.064, -0.377], [0.113, 0.012, 0.040], [0.044, 0.134, 0.004], [0.070, 0.030, 0.123], [0.056, 0.268, 0.049], [-0.037, -0.248, 0.139], [-0.030, -0.010, 0.092], [0.338, -0.109, -0.259], [0.379, 0.100, -0.067], [-0.947, -0.538, -2.580], [0.350, 0.781, 0.061], [-2.462, -0.483, -1.062], [-0.104, -0.066, 0.281], [-0.304, -0.201, -0.221], [-0.492, -1.084, 0.819], [-1.327, 0.555, 0.799], [-0.358, -0.155, -0.476], [0.113, 0.131, -1.042], [0.969, -0.143, -0.322], [0.211, 0.175, -0.306], [0.321, 0.171, -0.227], [0.327, 1.232, -0.251], [0.408, -0.288, 0.177], [0.106, 0.496, 0.718], [-0.343, -0.127, 0.814], [-0.441, -0.058, 0.047], [0.607, -0.488, 0.508], [-0.324, -0.559, -0.229], [0.154, 0.322, 0.094], [-0.680, -0.065, -0.897], [0.366, -0.391, -0.485], [-0.920, 0.225, 0.635], [-0.654, 0.632, -0.101], [0.555, 0.821, -0.315], [0.072, -0.537, -0.073], [-0.171, -0.097, 0.107], [0.143, -0.705, 0.696], [-0.192, 0.266, -0.105], [-0.003, 0.012, -0.087], [0.083, 0.103, 0.058], [-0.012, -0.132, 0.047], [-0.037, 0.039, -0.086], [0.040, 0.015, -0.166], [-0.077, -0.051, -0.095], [0.019, -0.076, 0.141], [-0.146, -0.087, -0.067], [-0.120, 0.008, -0.026], [0.004, 0.088, -0.024], [-0.266, -0.074, 0.288], [-0.108, -0.046, 0.004], [0.046, -0.125, 0.003], [-0.051, 0.043, 0.019], [-0.069, -0.168, 0.011], [-0.096, -0.315, -0.013], [0.038, 0.059, 0.171], [0.217, 0.072, 0.014], [0.144, 0.168, -0.097], [0.103, -0.010, -0.012], [-0.073, 0.003, -0.044], [0.051, -0.077, -0.156], [0.166, -0.062, 0.369], [0.082, -0.075, 0.065], [-0.047, 0.005, -0.160], [-0.277, -0.060, -0.178], [0.142, -0.032, -0.073], [-0.049, 0.112, 0.007], [0.011, -0.025, 0.028], [0.101, 0.090, -0.107], [0.008, -0.014, 0.269], [-0.103, -0.373, -0.156], [-0.124, 0.236, -0.326], [0.030, 0.012, -0.017], [0.137, 0.039, -0.035], [-0.047, 0.011, -0.005], [0.064, 0.125, 0.130], [0.469, -0.127, 0.245], [0.028, -0.252, -0.106], [-0.069, 0.030, 0.151], [0.033, -0.030, -0.105], [0.153, -0.279, -0.099]], "charge": 1, "e_homo_ev": -9.6, "gap_ha": 0.186}